1.
11
Properties=species:S:1:pos:R:3 method="wB97M-V/def2-TZVPD" gap_ev=10.29 e_homo_ev=-10.58 smiles="O=C/C(=N/O)C(=O)O" total_energy_ha=-471.77589
C 0.247 -0.661 -0.830
C -1.249 1.294 -0.148
O -0.335 -1.660 -1.190
O -1.455 1.535 -1.325
C -0.325 0.216 0.246
O 0.850 -0.889 1.738
H 0.969 -0.856 2.706
O 1.405 -0.195 -1.304
N -0.087 0.081 1.486
H -1.657 1.903 0.669
H 1.637 -0.769 -2.048

***

2.
11
Properties=species:S:1:pos:R:3 method="wB97M-V/def2-TZVPD" gap_ev=11.26 e_homo_ev=-10.79 smiles="O=C=N[C@H](O)C(=O)O" total_energy_ha=-471.83683
O -0.523 1.773 -0.200
C 0.366 1.042 0.513
H 1.044 -0.460 -0.833
C 0.429 -0.449 0.078
H 0.456 -1.462 1.704
O 1.116 -1.257 1.020
O -1.370 -1.381 -2.410
O 1.042 1.589 1.371
C -1.165 -1.148 -1.277
N -0.942 -0.921 -0.150
H -0.453 2.673 0.184

***

3.
15
Properties=species:S:1:pos:R:3 method="wB97M-V/def2-TZVPD" gap_ev="8.24 / 6.76" e_homo_ev="-2.01 / -1.37" total_energy_ha=-1418.60319 charge=-2
O 0.005 -2.476 1.062
C -2.655 0.240 0.045
O 0.672 -1.965 -1.147
O 2.196 -1.381 0.828
O 2.431 1.588 1.069
O 2.071 0.775 -1.219
S 1.513 1.295 0.010
C -1.737 0.199 -1.024
H -0.052 0.125 1.680
O 0.551 2.345 -0.214
C 0.325 0.093 0.620
N -3.311 0.246 1.028
S 0.825 -1.555 0.251
H -1.672 1.150 -1.763
H -1.161 -0.678 -1.226

***

4.
9
Properties=species:S:1:pos:R:3 method="wB97M-V/def2-TZVPD" gap_ev=9.05 e_homo_ev=-9.63 total_energy_ha=-644.13709
N -2.606 0.983 -1.362
O 0.841 -0.206 -0.563
H -0.904 -1.350 -0.941
C -0.518 -0.463 -0.221
H -0.885 -0.783 0.867
C -1.601 0.534 -0.783
C 1.538 0.264 0.661
H 1.234 0.040 2.012
S 2.902 0.982 0.329

***

5.
9
Properties=species:S:1:pos:R:3 method="wB97M-V/def2-TZVPD" gap_ev="8.87 / 7.19" e_homo_ev="-9.56 / -9.09" total_energy_ha=-644.08409
C -0.157 -0.010 -0.083
S 0.479 -1.885 -1.628
N 0.664 -0.741 0.633
H 1.790 -2.462 0.289
C 1.181 -1.717 -0.044
H -0.305 3.288 1.761
H -1.192 -0.182 -2.192
O -0.047 2.679 1.131
C -0.517 -0.360 -1.325

***

6.
9
Properties=species:S:1:pos:R:3 method="wB97M-V/def2-TZVPD" gap_ev=8.09 e_homo_ev=-9.08 smiles="[H]/N=C/C(=O)C=S" total_energy_ha=-644.20733
H 2.133 0.931 0.456
C 0.116 0.787 -0.211
H -0.860 -0.548 1.490
C 1.573 0.386 -0.164
H -2.376 -1.312 -0.039
O -0.331 1.729 -0.760
C -0.860 -0.281 0.474
N -1.606 -0.768 -0.407
S 2.210 -0.924 -0.839

***

7.
9
Properties=species:S:1:pos:R:3 method="wB97M-V/def2-TZVPD" gap_ev="5.60 / 7.17" e_homo_ev="-4.83 / -10.17" s_squared=2.01 total_energy_ha=-644.03251 multiplicity=3
C -2.283 0.002 -0.028
N -1.503 -0.501 -0.930
O -3.304 -0.057 0.581
C -0.868 0.461 0.015
H 0.347 0.733 1.742
S -0.025 1.975 -0.282
H -1.374 -0.762 -1.865
H 1.277 -0.106 0.219
C 0.423 0.523 0.739

***

8.
10
Properties=species:S:1:pos:R:3 method="wB97M-V/def2-TZVPD" gap_ev=7.83 e_homo_ev=-9.06 smiles="C=NSC(=O)C=S" total_energy_ha=-1042.38675
H 2.930 0.293 0.632
S 0.567 1.152 -0.163
C 2.311 -0.624 0.130
C -1.234 1.076 -0.001
N 1.064 -0.548 -0.316
O -1.887 2.105 0.001
S -3.430 -0.402 -0.022
H -1.154 -1.174 -0.359
C -1.887 -0.307 -0.149
H 2.721 -1.572 0.247